(1)
{
  "formula": "C2H4FNO",
  "method": "the ωB97M-V functional and the def2-TZVPD basis",
  "charge": 0,
  "e_above_lowest_ev": 5.3962,
  "lumo_energy_ev": -0.45,
  "spin_multiplicity": 1,
  "homo_ev": -10.193,
  "orbital_gap_ev": 9.7,
  "smiles": "[O-][N+]#CF.C",
  "elements": ["O", "N", "C", "F", "C", "H", "H", "H", "H"],
  "coordinates": [[-0.21522, 2.32776, 1.27007], [0.14473, 1.31622, 1.73402], [0.21313, 0.25310, 2.26388], [0.94681, -0.81173, 2.29837], [-0.24138, -0.54271, -1.56769], [0.11898, -0.24536, -0.53667], [-0.76726, -1.45166, -1.18320], [-0.74399, 0.13161, -2.24471], [0.54419, -0.97723, -2.03407]],
  "forces_ev_per_angstrom": [[-0.560, 2.055, -0.596], [0.663, -3.311, 0.944], [-0.342, 1.347, -0.359], [0.237, -0.075, 0.026], [-1.402, -0.911, 3.623], [-0.273, 0.941, -1.505], [-0.700, 0.745, -1.041], [-0.413, 0.212, 0.567], [2.790, -1.003, -1.659]]
}

(2)
{
  "formula": "C3H6N4",
  "method": "the ωB97M-V functional and the def2-TZVPD basis",
  "charge": 0,
  "e_above_lowest_ev": 5.9020,
  "lumo_energy_ev": [-0.21, 0.12],
  "spin_multiplicity": 1,
  "homo_ev": [-8.369, -8.269],
  "orbital_gap_ev": [8.2, 8.4],
  "elements": ["C", "C", "C", "N", "N", "N", "N", "H", "H", "H", "H", "H", "H"],
  "coordinates": [[0.20381, -0.19925, 0.72993], [-0.96499, -1.06948, 0.12008], [0.19438, 1.25616, 0.43252], [-1.21005, -2.40145, 0.41808], [-0.68052, -3.16631, -0.41633], [-0.19134, -2.50136, -1.44775], [-0.41027, -1.10350, -1.26050], [1.16716, -0.82069, 0.71286], [-1.88453, -0.58445, 0.21573], [0.84332, 1.64229, -0.36035], [0.67747, 1.68724, 1.27424], [-0.80335, 1.66119, 0.45258], [-0.05352, -2.92585, -2.40134]],
  "forces_ev_per_angstrom": [[0.564, -2.717, -1.460], [2.027, 1.104, -2.318], [0.527, -0.455, 0.470], [1.105, -2.283, 1.884], [-1.287, -1.497, 0.006], [0.308, 3.122, -0.274], [0.011, -1.065, -0.460], [-1.242, 1.316, 0.288], [-1.418, 1.389, -0.131], [-0.524, -0.440, -0.502], [0.468, 0.633, 1.210], [-0.360, 0.160, -0.510], [-0.179, 0.731, 1.798]]
}

(3)
{
  "formula": "C6H12N2",
  "method": "the ωB97M-V functional and the def2-TZVPD basis",
  "charge": 0,
  "e_above_lowest_ev": 3.7066,
  "lumo_energy_ev": 1.01,
  "spin_multiplicity": 1,
  "homo_ev": -7.828,
  "orbital_gap_ev": 8.8,
  "smiles": "C=CN(N=C)C(C)C",
  "elements": ["C", "C", "N", "N", "C", "C", "C", "C", "H", "H", "H", "H", "H", "H", "H", "H", "H", "H", "H", "H"],
  "coordinates": [[-2.00871, 1.77161, -0.01100], [-0.85069, 1.18125, -0.18369], [-0.57369, -0.13853, -0.16532], [-1.62432, -1.09416, -0.03077], [-1.51971, -2.33842, 0.21155], [0.83090, -0.37879, 0.01868], [1.46427, 0.49942, 1.26005], [1.42762, -0.09654, -1.31936], [-2.03297, 2.80659, -0.22181], [-2.90662, 1.34960, 0.06471], [0.04060, 1.81660, -0.27792], [-2.37115, -2.84271, 0.47850], [-0.56998, -2.97689, 0.46141], [1.01363, -1.42845, 0.35883], [1.92037, 1.45163, 0.95819], [0.70993, 0.62326, 2.04158], [2.36232, -0.19101, 1.47963], [0.82756, 0.80764, -1.75474], [1.35954, -0.99470, -2.03067], [2.50112, 0.17260, -1.33783]],
  "forces_ev_per_angstrom": [[2.002, 1.960, -0.854], [-0.355, 1.053, 0.304], [-1.168, -3.535, 0.718], [0.863, 1.911, 0.084], [4.298, 0.565, 0.682], [0.991, -0.394, 2.049], [1.169, -2.345, -1.917], [0.585, 0.576, -2.537], [0.067, 1.106, 0.206], [-3.270, -2.114, 0.477], [-0.532, -0.432, -0.125], [-2.329, -1.019, -0.037], [-1.216, 1.502, -0.750], [-0.407, 0.740, -0.525], [-0.500, -0.140, -0.062], [0.479, -0.188, 0.061], [-1.383, 1.292, 0.596], [1.441, -1.810, 0.346], [-0.298, 1.327, 0.961], [-0.438, -0.056, 0.324]]
}

What did the second record say?
{
  "formula": "C3H6N4",
  "method": "the ωB97M-V functional and the def2-TZVPD basis",
  "charge": 0,
  "e_above_lowest_ev": 5.9020,
  "lumo_energy_ev": [-0.21, 0.12],
  "spin_multiplicity": 1,
  "homo_ev": [-8.369, -8.269],
  "orbital_gap_ev": [8.2, 8.4],
  "elements": ["C", "C", "C", "N", "N", "N", "N", "H", "H", "H", "H", "H", "H"],
  "coordinates": [[0.20381, -0.19925, 0.72993], [-0.96499, -1.06948, 0.12008], [0.19438, 1.25616, 0.43252], [-1.21005, -2.40145, 0.41808], [-0.68052, -3.16631, -0.41633], [-0.19134, -2.50136, -1.44775], [-0.41027, -1.10350, -1.26050], [1.16716, -0.82069, 0.71286], [-1.88453, -0.58445, 0.21573], [0.84332, 1.64229, -0.36035], [0.67747, 1.68724, 1.27424], [-0.80335, 1.66119, 0.45258], [-0.05352, -2.92585, -2.40134]],
  "forces_ev_per_angstrom": [[0.564, -2.717, -1.460], [2.027, 1.104, -2.318], [0.527, -0.455, 0.470], [1.105, -2.283, 1.884], [-1.287, -1.497, 0.006], [0.308, 3.122, -0.274], [0.011, -1.065, -0.460], [-1.242, 1.316, 0.288], [-1.418, 1.389, -0.131], [-0.524, -0.440, -0.502], [0.468, 0.633, 1.210], [-0.360, 0.160, -0.510], [-0.179, 0.731, 1.798]]
}